[1]
The following is a DFT calculation (ωB97M-V/def2-TZVPD) of a structure of composition C47H82I2N8O2PRbS.

Output
Electronic energy (eV): -103069.6766
Energy above the lowest of the compared OMol25 structures with the same formula, charge and spin (kJ/mol): 0.0
HOMO energy (Eh): -0.24826
Kohn-Sham gap (Eh): 0.258

CARTESIAN COORDINATES (ANGSTROEM)
1 Rb -0.230 -0.159 -0.271
2 C -0.236 -1.014 -4.573
3 C 1.164 -0.701 -4.038
4 N 1.208 0.081 -2.806
5 C 1.567 1.483 -2.975
6 C 0.375 2.391 -3.252
7 N -0.335 2.694 -2.022
8 C -1.465 3.594 -2.218
9 C -2.732 2.905 -2.718
10 C -3.478 2.100 -1.657
11 N -2.747 0.937 -1.182
12 C -3.357 -0.358 -1.394
13 C -2.901 -1.010 -2.699
14 N -1.570 -1.588 -2.549
15 C -0.994 -2.088 -3.793
16 H -0.126 -1.361 -5.604
17 H -0.839 -0.103 -4.618
18 H 1.740 -0.190 -4.824
19 H 1.665 -1.654 -3.857
20 H 1.843 -0.356 -2.148
21 H 2.310 1.610 -3.778
22 H 2.036 1.831 -2.047
23 H -0.304 1.893 -3.948
24 H 0.722 3.310 -3.756
25 H 0.312 3.125 -1.369
26 H -1.196 4.406 -2.915
27 H -1.681 4.070 -1.259
28 H -2.494 2.256 -3.566
29 H -3.405 3.679 -3.101
30 H -4.446 1.783 -2.066
31 H -3.704 2.761 -0.811
32 H -2.470 1.069 -0.214
33 H -4.458 -0.303 -1.381
34 H -3.074 -1.018 -0.569
35 H -2.866 -0.244 -3.477
36 H -3.641 -1.763 -3.026
37 H -1.624 -2.344 -1.873
38 H -1.775 -2.525 -4.436
39 H -0.302 -2.899 -3.546
40 I -4.238 4.341 6.053
41 C -3.327 3.306 4.494
42 C -3.659 1.984 4.256
43 C -3.021 1.315 3.229
44 I -3.547 -0.657 2.794
45 C -2.032 1.897 2.401
46 O -1.420 1.209 1.503
47 C -1.773 3.276 2.640
48 C -0.928 4.090 1.679
49 N 0.245 3.460 1.083
50 C 1.291 3.132 2.045
51 C 2.636 3.507 1.480
52 C 3.354 4.590 1.975
53 C 4.550 4.941 1.374
54 C 4.997 4.198 0.294
55 C 4.223 3.130 -0.125
56 N 3.072 2.784 0.445
57 C -2.399 3.941 3.680
58 H -4.401 1.480 4.859
59 H -0.611 5.010 2.181
60 H -1.569 4.414 0.850
61 H -0.098 2.598 0.667
62 H 1.282 2.064 2.305
63 H 1.124 3.681 2.975
64 H 2.968 5.149 2.815
65 H 5.123 5.783 1.740
66 H 5.923 4.433 -0.211
67 H 4.547 2.515 -0.958
68 H -2.170 4.987 3.843
69 C 1.903 -1.416 2.354
70 C 3.203 -0.915 1.719
71 N 3.033 -0.442 0.357
72 C 4.001 -0.934 -0.594
73 C 3.871 -2.426 -0.909
74 S 2.234 -2.945 -1.481
75 C 1.656 -4.081 -0.195
76 C 1.775 -3.618 1.250
77 N 1.187 -2.311 1.469
78 H 2.144 -1.864 3.332
79 H 1.250 -0.562 2.554
80 H 3.637 -0.139 2.364
81 H 3.929 -1.732 1.712
82 H 2.939 0.567 0.313
83 H 3.885 -0.362 -1.519
84 H 5.045 -0.781 -0.265
85 H 4.598 -2.683 -1.683
86 H 4.130 -3.025 -0.037
87 H 0.598 -4.222 -0.427
88 H 2.149 -5.050 -0.310
89 H 2.828 -3.592 1.543
90 H 1.301 -4.387 1.872
91 H 0.226 -2.443 1.767
92 O -1.238 -4.280 1.414
93 P -2.455 -5.151 1.541
94 C -2.072 -6.876 2.089
95 C -2.491 -8.053 1.201
96 C -1.646 -8.171 -0.061
97 C -0.175 -8.325 0.308
98 C 0.281 -7.157 1.175
99 C -0.575 -6.998 2.427
100 C -3.351 -5.047 -0.058
101 C -3.745 -3.564 -0.266
102 C -5.233 -3.342 -0.042
103 C -6.043 -4.079 -1.116
104 C -5.334 -5.365 -1.561
105 C -4.522 -5.977 -0.422
106 C -3.537 -4.514 2.862
107 C -4.767 -5.395 3.208
108 C -4.689 -5.980 4.616
109 C -4.589 -4.881 5.675
110 C -3.637 -3.752 5.242
111 C -2.707 -4.191 4.116
112 H -2.638 -6.962 3.019
113 H -3.557 -8.017 0.978
114 H -2.340 -8.963 1.795
115 H -1.766 -7.276 -0.680
116 H -1.989 -9.015 -0.664
117 H 0.441 -8.394 -0.591
118 H -0.042 -9.265 0.854
119 H 0.212 -6.235 0.596
120 H 1.330 -7.278 1.460
121 H -0.455 -7.882 3.064
122 H -0.237 -6.134 3.001
123 H -2.528 -5.250 -0.755
124 H -3.507 -3.286 -1.296
125 H -3.136 -2.913 0.364
126 H -5.463 -2.275 -0.047
127 H -5.510 -3.707 0.950
128 H -6.187 -3.427 -1.981
129 H -7.039 -4.311 -0.734
130 H -4.654 -5.148 -2.391
131 H -6.058 -6.087 -1.942
132 H -4.141 -6.954 -0.720
133 H -5.184 -6.143 0.429
134 H -3.891 -3.553 2.474
135 H -4.904 -6.198 2.483
136 H -5.669 -4.781 3.143
137 H -3.823 -6.641 4.698
138 H -5.563 -6.608 4.802
139 H -4.252 -5.321 6.615
140 H -5.582 -4.471 5.867
141 H -3.056 -3.394 6.093
142 H -4.210 -2.892 4.888
143 H -2.124 -5.062 4.430
144 H -1.990 -3.407 3.874

[2]
The following is a DFT calculation (ωB97M-V/def2-TZVPD) of the ion C5H8O2 with charge -1 at a distorted geometry.

Output
Electronic energy (eV): -9407.2408
Net charge: -1
Energy above the lowest of the compared OMol25 structures with the same formula, charge and spin (kJ/mol): 100.5
Spin multiplicity: 2
HOMO energy (spin up / spin down) (Eh): -0.00062 / -0.12370
<S²>: 0.753
Kohn-Sham gap (spin up / spin down) (Eh): 0.151 / 0.269

CARTESIAN COORDINATES (ANGSTROEM)
1 O 1.001 2.040 -0.447
2 C 1.067 1.045 0.238
3 C 0.289 0.907 1.499
4 C -0.852 -0.322 1.336
5 C -1.216 -0.699 -0.114
6 C -0.303 -1.658 -0.888
7 O 0.285 -1.253 -1.937
8 H 1.709 0.210 -0.089
9 H -0.142 1.900 1.677
10 H 0.641 0.702 2.516
11 H -1.546 0.081 2.085
12 H -0.302 -1.140 1.809
13 H -1.273 0.300 -0.584
14 H -2.246 -1.123 -0.093
15 H -0.663 -2.704 -0.804

Question: Which of these has the lowest electronic energy?
Answer: C47H82I2N8O2PRbS

Question: Look up the energy above the lowest of the compared OMol25 structures with the same formula, charge and spin of the second one.
Answer: 100.5 kJ/mol

Question: Look up the electronic energy of the second one.
Answer: -9407.2408 eV